## 1
A 2-piece molecular cluster, C11H14N2 overall, computed with ωB97M-V/def2-TZVPD.

Last column: natural (NBO) charge in e.
Cartesian coordinates (Å):
C 1.305 3.462 -0.693  -0.643
C 0.531 2.343 -1.276  0.088
C 0.985 1.423 -2.210  -0.123
N 0.039 0.453 -2.237  -0.508
C -0.957 0.794 -1.372  0.154
N -0.660 1.928 -0.768  -0.466
H 0.938 3.861 0.247  0.232
H 1.529 4.326 -1.339  0.217
H 2.326 3.124 -0.458  0.214
H 1.836 1.500 -2.861  0.216
H 0.028 -0.445 -2.682  0.418
H -1.861 0.249 -1.191  0.203
C -1.006 0.023 2.876  -0.642
C -0.596 -0.959 1.817  0.011
C -1.441 -1.910 1.288  -0.248
C -0.858 -2.850 0.386  -0.190
C 0.459 -2.815 0.016  -0.252
C 1.273 -1.798 0.542  -0.199
C 0.771 -0.917 1.477  -0.214
H -1.214 1.017 2.452  0.237
H -0.163 0.222 3.536  0.211
H -1.762 -0.406 3.542  0.218
H -2.518 -1.997 1.188  0.223
H -1.534 -3.544 -0.101  0.201
H 0.760 -3.517 -0.749  0.213
H 2.347 -1.740 0.378  0.213
H 1.365 -0.127 1.915  0.214

## Properties
HOMO: -8.314 eV
SMILES string: Cc1c[nH]cn1.Cc1ccccc1
Multiplicity: 1


## 2
One molecule with the formula C11H14N2, computed with ωB97M-V/def2-TZVPD.

Last column: natural (NBO) charge in e.
Cartesian coordinates (Å):
C 2.774 -1.897 -0.010  -0.453
N 2.389 -0.304 -0.785  -0.416
C 3.236 0.547 0.243  -0.220
C 2.244 1.837 0.333  -0.426
C 0.894 1.455 0.156  -0.521
C 1.044 0.010 -0.342  0.480
N 0.112 -0.941 -0.029  -0.481
C -1.152 -0.680 -0.077  0.145
C -1.815 -0.748 1.251  -0.267
C -3.012 -0.001 1.199  -0.192
C -3.751 0.503 0.027  -0.298
C -2.954 0.311 -1.189  -0.162
C -1.667 -0.234 -1.185  -0.315
H 2.829 -1.651 1.244  0.200
H 3.886 -2.151 -0.277  0.211
H 1.968 -2.832 -0.241  0.258
H 3.212 0.261 1.311  0.176
H 4.236 0.777 -0.053  0.211
H 2.665 2.353 1.279  0.224
H 2.522 2.309 -0.680  0.204
H 0.552 1.222 1.226  0.235
H 0.042 2.310 -0.270  0.268
H -1.384 -1.641 1.991  0.258
H -3.493 0.141 2.116  0.195
H -4.965 0.584 0.134  0.245
H -3.427 0.429 -2.231  0.206
H -1.190 -0.003 -2.277  0.232

## Properties
HOMO: -7.633 eV
SMILES string: CN1CCC/C1=N\c1ccccc1
Multiplicity: 1


Of them, 2 has the lowest stability.


## 1
An isolated ion of composition C3H6IN2O and charge +1, computed with ωB97M-V/def2-TZVPD.

Last column: natural (NBO) charge in e.
Cartesian coordinates (Å):
N -0.502 -0.152 1.520  -0.733
C 0.235 0.347 0.365  -0.136
I 1.924 1.731 0.757  0.246
C 0.745 -0.722 -0.739  -0.211
N -0.161 -0.128 -1.743  -0.612
C -0.727 0.777 -0.910  0.680
O -1.558 1.624 -0.839  -0.510
H -1.282 0.444 2.002  0.480
H 0.126 -0.453 2.363  0.461
H -1.025 -1.008 1.387  0.447
H 1.782 -0.721 -0.989  0.234
H 0.609 -1.702 -0.397  0.199
H -0.164 -0.037 -2.777  0.455

## Properties
HOMO: -13.761 eV
SMILES string: [NH3+][C@@]1(I)CNC1=O
Multiplicity: 1
Charge: +1


## 2
An isolated ion of composition C3H6IN2O and charge +1, computed with ωB97M-V/def2-TZVPD.

Last column: natural (NBO) charge in e.
Cartesian coordinates (Å):
C -0.096 0.429 1.626  -0.415
N -0.109 0.190 0.232  -0.354
C -0.829 0.653 -0.752  0.352
N -0.393 0.225 -1.883  -0.225
O 0.786 -0.570 -1.671  -0.308
C 0.919 -0.654 -0.276  0.143
I 0.418 -2.706 0.453  0.090
H -0.602 -0.336 2.052  0.235
H 0.864 0.361 2.094  0.254
H -0.763 1.315 1.711  0.236
H -1.638 1.262 -0.690  0.258
H -0.577 0.284 -2.879  0.475
H 2.022 -0.453 -0.018  0.260

## Properties
HOMO: -13.608 eV
SMILES string: CN1C=[NH+]O[C@@H]1I
Multiplicity: 1
Charge: +1


Of them, 2 has the lowest stability.


## 1
A 3-piece molecular cluster, C4H5FO2 overall, computed with ωB97M-V/def2-TZVPD.

Last column: natural (NBO) charge in e.
Cartesian coordinates (Å):
C -2.477 0.392 0.352  0.717
C 0.223 -2.512 -0.086  0.499
C -0.097 0.746 -0.379  -0.598
C -1.527 -0.006 -0.449  -0.587
O -3.322 0.800 1.022  -0.454
O 0.792 -2.250 0.841  -0.496
F 3.799 -0.064 0.254  -0.558
H -0.143 1.629 -1.036  0.219
H 0.655 -0.072 -0.604  0.225
H 0.051 1.129 0.735  0.211
H 3.697 0.735 0.718  0.558
H -1.651 -0.526 -1.368  0.263

## Properties
HOMO: -8.949 eV
Multiplicity: 1


## 2
One molecule with the formula C4H5FO2, computed with ωB97M-V/def2-TZVPD.

Last column: natural (NBO) charge in e.
Cartesian coordinates (Å):
F -2.220 -0.234 1.669  -0.316
C -1.295 0.530 1.021  0.263
C 0.249 0.349 0.697  0.030
O 1.304 -0.523 0.425  -0.502
C 1.235 -0.603 -0.997  0.213
O 0.111 0.208 -1.379  -0.504
C -0.703 0.014 -0.294  -0.045
H -1.406 1.665 1.053  0.190
H 0.475 1.411 0.776  0.178
H 1.068 -1.614 -1.381  0.156
H 2.192 -0.191 -1.418  0.175
H -1.010 -1.013 -0.172  0.162

## Properties
HOMO: -9.461 eV
SMILES string: FC1[C@H]2OCO[C@H]12
Multiplicity: 1


Of them, 2 has the lowest stability.


## 1
An isolated ion of composition C9H12N5 and charge +1, computed with ωB97M-V/def2-TZVPD.

Last column: natural (NBO) charge in e.
Cartesian coordinates (Å):
C 3.066 2.772 1.055  -0.658
C 2.057 1.666 0.795  0.415
N 2.090 0.858 -0.238  -0.291
N 0.965 0.089 -0.582  -0.217
C 0.846 -0.108 -2.010  -0.397
C -0.305 0.597 0.021  -0.012
C -1.296 -0.576 0.056  -0.127
C -1.270 -1.490 1.104  -0.166
C -2.196 -2.532 1.031  -0.212
C -3.201 -2.503 0.104  0.072
N -3.199 -1.619 -0.850  -0.376
C -2.281 -0.689 -0.939  0.040
N -0.024 0.900 1.408  -0.041
N 1.082 1.437 1.662  -0.141
H 2.967 3.471 0.192  0.265
H 4.092 2.316 0.930  0.280
H 2.690 3.136 1.995  0.260
H 1.196 -0.854 -0.301  0.443
H 1.060 0.812 -2.474  0.241
H 1.632 -0.826 -2.171  0.238
H -0.237 -0.451 -2.101  0.248
H -0.701 1.472 -0.497  0.262
H -0.502 -1.349 1.831  0.235
H -2.261 -3.327 1.702  0.234
H -4.028 -3.078 0.113  0.210
H -2.242 -0.126 -1.836  0.194

## Properties
HOMO: -13.060 eV
SMILES string: CC1=N[N@H+](C)[C@@H](c2cccnc2)N=N1
Multiplicity: 1
Charge: +1


## 2
An isolated ion of composition C9H12N5 and charge +1, computed with ωB97M-V/def2-TZVPD.

Last column: natural (NBO) charge in e.
Cartesian coordinates (Å):
H -1.916 -0.584 0.937  0.356
N -1.046 -0.845 0.502  -0.696
C -1.148 -0.992 -0.801  0.256
C -2.408 -1.053 -1.517  -0.266
C -2.353 -1.216 -2.877  -0.116
C -1.086 -1.278 -3.561  -0.242
C 0.121 -1.124 -2.935  -0.135
C 0.104 -1.041 -1.531  -0.175
C 1.285 -0.486 -0.984  0.153
N 1.378 0.178 0.181  -0.589
C 0.979 -0.423 1.284  0.426
N 0.837 0.237 2.519  -0.593
C 1.143 1.537 2.636  0.690
N 0.802 2.204 3.777  -0.766
N 1.664 2.171 1.567  -0.788
H -3.333 -0.941 -1.102  0.221
H -3.303 -1.195 -3.291  0.226
H -0.992 -1.285 -4.683  0.232
H 0.956 -1.049 -3.519  0.222
H 2.259 -0.280 -1.564  0.221
H 0.974 -1.404 1.517  0.199
H 0.234 -0.357 3.048  0.443
H 0.425 3.112 3.605  0.422
H 0.278 1.721 4.519  0.415
H 2.371 2.884 1.632  0.428
H 1.775 1.510 0.640  0.456

## Properties
HOMO (alpha / beta): -10.947 / -10.948 eV
SMILES string: [H]\N=C1/C=CC=C/C1=C/N=C/[NH+]=C(N)N
Multiplicity: 1
Charge: +1


Of them, 1 has the lowest stability.


## 1
One molecule with the formula C2H5N, computed with ωB97M-V/def2-TZVPD.

Last column: natural (NBO) charge in e.
Cartesian coordinates (Å):
H 2.596 -0.211 -0.059  0.363
N 1.728 0.293 0.000  -0.646
C 0.595 -0.236 0.043  0.173
C -0.777 0.343 -0.045  -0.672
H 0.324 -1.364 -0.069  0.107
H -1.181 -0.061 0.941  0.225
H -1.435 0.039 -0.803  0.234
H -0.709 1.497 0.012  0.217

## Properties
HOMO: -9.413 eV
SMILES string: [H]/N=C/C
Multiplicity: 1


## 2
One molecule with the formula C2H5N, computed with ωB97M-V/def2-TZVPD.

Last column: natural (NBO) charge in e.
Cartesian coordinates (Å):
C 0.910 -0.164 0.043  -0.308
C -0.564 -0.503 0.063  -0.181
N -0.341 0.693 -0.221  -0.606
H 1.648 0.196 0.774  0.212
H 1.293 -0.545 -0.795  0.184
H -1.052 -0.507 1.056  0.155
H -1.033 -1.418 -0.504  0.177
H -0.543 1.420 0.381  0.368

## Properties
HOMO: -8.638 eV
SMILES string: C1CN1
Multiplicity: 1


Of them, 2 has the lowest stability.


## 1
An isolated ion of composition C3H4N3 and charge +1, computed with ωB97M-V/def2-TZVPD.

Last column: natural (NBO) charge in e.
Cartesian coordinates (Å):
C -1.325 0.218 -0.150  0.368
C 0.675 -1.353 -0.023  0.404
C 0.807 1.006 0.122  0.363
N -0.445 1.212 0.005  -0.407
N -0.976 -0.989 0.150  -0.528
N 1.348 -0.248 -0.104  -0.622
H -2.334 0.494 -0.433  0.243
H 1.456 1.819 0.421  0.247
H -1.561 -1.807 0.256  0.461
H 2.355 -0.352 -0.244  0.471

## Properties
HOMO: -15.392 eV
Multiplicity: 1
Charge: +1


## 2
An isolated ion of composition C3H4N3 and charge +1, computed with ωB97M-V/def2-TZVPD.

Last column: natural (NBO) charge in e.
Cartesian coordinates (Å):
C -0.192 0.316 -0.579  -0.685
C -0.537 -0.872 0.240  0.417
N -0.166 -1.388 1.344  -0.520
C -1.238 -2.401 1.474  0.613
N -2.073 -2.640 0.565  -0.150
N -1.597 -1.660 -0.151  -0.031
H -0.505 1.171 0.067  0.275
H -0.759 0.503 -1.430  0.287
H 0.895 0.347 -0.937  0.284
H 0.593 -1.130 2.075  0.510

## Properties
HOMO (alpha / beta): -16.142 / -16.144 eV
SMILES string: Cc1[nH+]c2nn1-2
Multiplicity: 1
Charge: +1


Of them, 2 has the lowest stability.